Below is one molecule with the formula C6H13N, with properties calculated with ωB97M-V with the def2-TZVPD basis set.

CARTESIAN COORDINATES (ANGSTROEM)
1 C 0.578 1.509 2.351
2 C 0.214 0.063 2.010
3 C -0.580 -0.180 0.712
4 C 0.171 -0.025 -0.592
5 C 1.041 0.906 -0.975
6 C -1.250 -1.163 -2.177
7 N 0.009 -1.185 -1.439
8 H -0.301 2.062 2.655
9 H 1.269 1.597 3.189
10 H 1.057 2.036 1.527
11 H 1.160 -0.452 1.865
12 H -0.271 -0.386 2.875
13 H -1.544 0.327 0.744
14 H -0.757 -1.256 0.744
15 H 1.723 0.865 -1.815
16 H 1.128 1.795 -0.370
17 H -2.039 -1.153 -1.431
18 H -1.359 -2.053 -2.785
19 H -1.362 -0.251 -2.759
20 H 0.832 -1.267 -2.019

Output
SMILES: C=C(CCC)NC
HOMO energy (eV): -8.48
Orbital gap (eV): 9.7
Spin multiplicity: 1
Total charge: 0

***

Below is one molecule with the formula C6H13N, with properties calculated with ωB97M-V with the def2-TZVPD basis set.

CARTESIAN COORDINATES (ANGSTROEM)
1 C -0.582 0.451 1.932
2 C 0.036 -0.772 1.222
3 C 0.156 -0.610 -0.257
4 C -0.692 -0.934 -1.238
5 N -2.136 -1.062 -1.180
6 C 1.426 0.134 -0.802
7 C 1.269 1.661 -0.613
8 H -1.506 0.762 1.419
9 H -0.857 0.147 2.948
10 H 0.049 1.339 1.959
11 H 1.026 -0.986 1.623
12 H -0.603 -1.638 1.378
13 H -0.255 -1.063 -2.226
14 H -2.518 -1.507 -2.012
15 H -2.306 -1.832 -0.526
16 H 2.202 -0.080 -0.055
17 H 1.635 -0.130 -1.833
18 H 1.449 1.933 0.433
19 H 0.257 2.071 -0.843
20 H 1.952 2.117 -1.328

Output
SMILES: CCC(=CN)CC
HOMO energy (eV): -8.03
Orbital gap (eV): 9.0
Spin multiplicity: 1
Total charge: 0

***

Below is one molecule with the formula C6H13N, with properties calculated with ωB97M-V with the def2-TZVPD basis set.

CARTESIAN COORDINATES (ANGSTROEM)
1 C -2.166 -1.045 1.201
2 C -1.291 -0.331 0.170
3 C 0.176 -0.677 0.408
4 N 1.107 -0.221 -0.647
5 C 1.489 -1.170 -1.519
6 C 1.506 1.051 -0.675
7 C 0.805 2.204 -0.031
8 H -1.841 -0.816 2.223
9 H -2.118 -2.133 1.075
10 H -3.215 -0.745 1.113
11 H -1.569 -0.633 -0.846
12 H -1.445 0.752 0.238
13 H 0.278 -1.764 0.454
14 H 0.523 -0.268 1.362
15 H 2.135 -0.862 -2.333
16 H 1.449 -2.203 -1.205
17 H 2.281 1.255 -1.406
18 H 1.521 3.023 0.097
19 H -0.023 2.605 -0.640
20 H 0.398 1.981 0.961

Output
HOMO energy (eV): -6.31
Orbital gap (eV): 7.4
Spin multiplicity: 1
Total charge: 0

***

Below is one molecule with the formula C6H13N, with properties calculated with ωB97M-V with the def2-TZVPD basis set.

CARTESIAN COORDINATES (ANGSTROEM)
1 C 0.308 -1.132 -2.714
2 C 0.652 -0.366 -1.444
3 C -0.021 -0.937 -0.201
4 N 0.230 -0.123 1.015
5 C -0.436 -0.548 2.240
6 C 0.485 1.131 0.733
7 C -0.188 2.330 1.280
8 H -0.768 -1.098 -2.921
9 H 0.612 -2.183 -2.658
10 H 0.819 -0.678 -3.570
11 H 1.733 -0.347 -1.270
12 H 0.364 0.682 -1.545
13 H 0.224 -1.995 -0.056
14 H -1.117 -0.879 -0.329
15 H 0.274 -0.553 3.077
16 H -0.846 -1.550 2.127
17 H -1.255 0.153 2.417
18 H -0.898 2.412 2.119
19 H 0.571 3.110 1.344
20 H -0.745 2.573 0.355

Output
HOMO energy (eV): -6.85
Orbital gap (eV): 7.9
Spin multiplicity: 1
Total charge: 0

***

Below is one molecule with the formula C6H13N, with properties calculated with ωB97M-V with the def2-TZVPD basis set.

CARTESIAN COORDINATES (ANGSTROEM)
1 C 0.044 0.829 1.856
2 C 0.027 0.802 0.318
3 C -0.512 -0.510 -0.235
4 C -1.104 -1.480 0.446
5 C -0.376 -0.612 -1.746
6 C 1.006 -0.945 -2.309
7 N 0.676 2.043 2.399
8 H 0.670 -0.040 2.096
9 H -0.997 0.673 2.162
10 H -0.635 1.532 -0.154
11 H 1.019 1.023 -0.100
12 H -1.443 -1.434 1.469
13 H -1.343 -2.402 -0.071
14 H -0.715 0.366 -2.158
15 H -1.143 -1.258 -2.164
16 H 1.800 -0.440 -1.785
17 H 1.071 -2.033 -2.457
18 H 1.058 -0.639 -3.373
19 H -0.050 2.748 2.470
20 H 0.947 1.776 3.335

Output
SMILES: C=C(CC)CCN
HOMO energy (eV): -9.27
Orbital gap (eV): 10.3
Spin multiplicity: 1
Total charge: 0

***

Below is an isolated ion of composition C6H13N2 and charge +1, with properties calculated with ωB97M-V with the def2-TZVPD basis set.

CARTESIAN COORDINATES (ANGSTROEM)
1 C 1.804 -0.848 0.313
2 C 1.790 0.407 1.045
3 C -1.000 0.448 -1.557
4 C -1.077 -1.380 0.103
5 C -1.130 1.126 0.822
6 C -0.641 0.061 -0.152
7 N 0.883 0.183 -0.078
8 N 2.984 0.111 0.316
9 H 1.913 -1.821 0.613
10 H 1.819 0.348 2.108
11 H -0.760 1.450 -1.702
12 H -0.621 -0.263 -2.403
13 H -1.984 0.193 -1.653
14 H -0.467 -2.161 -0.508
15 H -2.134 -1.479 -0.271
16 H -1.183 -1.515 1.165
17 H -2.071 0.847 1.213
18 H -0.544 1.354 1.734
19 H -1.320 2.057 0.173
20 H 3.889 -0.047 0.671
21 H 3.041 0.540 -0.625

Output
SMILES: CC(C)(C)N1[C@@H]2[NH2+][C@@H]21
HOMO energy (eV): -13.50
Orbital gap (eV): 10.4
Spin multiplicity: 1
Total charge: +1

***

Below is an isolated ion of composition C6H13N2 and charge +1, with properties calculated with ωB97M-V with the def2-TZVPD basis set.

CARTESIAN COORDINATES (ANGSTROEM)
1 C 3.295 0.736 0.121
2 C 2.236 -0.085 0.383
3 C 0.167 -1.398 -0.179
4 C 1.327 -0.435 -0.609
5 C -0.641 0.878 0.187
6 C -2.304 -0.859 0.430
7 N -1.572 1.810 -0.310
8 N -1.015 -0.463 -0.247
9 H 4.009 1.162 0.884
10 H 3.276 1.290 -0.702
11 H 2.250 -0.688 1.300
12 H -0.037 -2.173 -0.864
13 H 0.413 -1.657 0.901
14 H 1.621 -0.376 -1.718
15 H -0.268 1.003 1.160
16 H -2.761 -1.743 -0.144
17 H -2.218 -1.221 1.489
18 H -2.943 0.134 0.310
19 H -1.707 1.938 -1.287
20 H -1.774 2.623 0.157
21 H -1.356 -0.477 -1.261

Output
HOMO energy (spin up / spin down) (eV): -11.66 / -11.91
Orbital gap (spin up / spin down) (eV): 7.9 / 7.8
Spin multiplicity: 1
Total charge: +1

***

Below is a 2-piece molecular cluster, C6H13N2 overall, with properties calculated with ωB97M-V with the def2-TZVPD basis set.

CARTESIAN COORDINATES (ANGSTROEM)
1 C 2.130 0.743 -0.190
2 C 2.052 1.057 -1.504
3 C 2.924 -1.427 -0.029
4 N 2.986 -0.205 0.421
5 H 1.540 1.329 0.537
6 H 2.693 0.524 -2.219
7 H 1.387 1.816 -1.951
8 H 3.687 -2.143 0.284
9 H 2.204 -1.740 -0.778
10 C -2.889 -0.368 1.990
11 C -2.405 -0.250 0.592
12 C -1.174 0.221 0.275
13 N -0.702 0.557 -1.048
14 H -2.127 -0.331 2.757
15 H -3.720 0.304 2.271
16 H -3.267 -1.417 2.046
17 H -3.098 -0.580 -0.184
18 H -0.324 0.048 0.923
19 H -1.305 0.062 -1.665
20 H -0.849 1.570 -1.328
21 H 0.256 0.230 -1.200

Output
HOMO energy (eV): -13.27
Orbital gap (eV): 9.8
Spin multiplicity: 1
Total charge: +1

***

Below is an isolated ion of composition C6H13N2 and charge +1, with properties calculated with ωB97M-V with the def2-TZVPD basis set.

CARTESIAN COORDINATES (ANGSTROEM)
1 C -1.229 0.208 0.076
2 C 2.415 -0.214 -0.333
3 C 1.835 1.103 -0.488
4 C 1.161 -0.040 0.439
5 C -1.251 1.721 0.219
6 C -0.337 -1.999 0.067
7 N -0.173 -0.565 0.170
8 N -2.496 -0.289 0.192
9 H 2.531 -0.798 -1.224
10 H 3.320 -0.352 0.210
11 H 2.481 1.951 0.005
12 H 1.447 1.282 -1.460
13 H 1.274 0.016 1.536
14 H -2.147 2.122 -0.230
15 H -0.448 2.222 -0.297
16 H -1.323 1.930 1.250
17 H -1.391 -2.225 -0.331
18 H 0.409 -2.424 -0.654
19 H -0.309 -2.450 1.005
20 H -3.199 0.079 -0.371
21 H -2.570 -1.278 0.220

Output
SMILES: CC(=[NH2+])N(C)C1CC1
HOMO energy (eV): -14.47
Orbital gap (eV): 11.2
Spin multiplicity: 1
Total charge: +1

***

Below is an isolated ion of composition C6H13N2 and charge +1, with properties calculated with ωB97M-V with the def2-TZVPD basis set.

CARTESIAN COORDINATES (ANGSTROEM)
1 C -2.466 0.195 -0.133
2 C -1.395 -0.423 0.585
3 C 1.425 -1.934 -0.257
4 C 1.631 0.674 0.843
5 C -0.204 1.389 -0.748
6 C 0.651 -0.765 -0.800
7 N -1.339 1.011 0.211
8 N 0.931 0.472 -0.449
9 H -3.279 0.474 0.559
10 H -1.559 -0.722 1.515
11 H 1.003 -2.307 0.695
12 H 2.407 -1.652 0.035
13 H 1.327 -2.723 -0.944
14 H 1.222 -0.126 1.472
15 H 2.695 0.438 0.590
16 H 1.456 1.723 1.201
17 H -2.814 0.070 -1.200
18 H -0.030 2.450 -0.555
19 H -0.374 1.083 -1.878
20 H 0.136 -1.020 -1.714
21 H -1.424 1.695 0.971

Output
HOMO energy (eV): -12.21
Orbital gap (eV): 8.8
Spin multiplicity: 1
Total charge: +1

***

Below is an isolated ion of composition C6H13N2 and charge +1, with properties calculated with ωB97M-V with the def2-TZVPD basis set.

CARTESIAN COORDINATES (ANGSTROEM)
1 C 2.986 0.770 0.471
2 C 1.592 0.130 0.136
3 C 0.690 1.199 -0.317
4 C -0.711 0.457 -0.483
5 C -1.629 0.474 0.502
6 N -2.857 -0.161 0.212
7 C -3.201 -1.368 0.371
8 N 1.810 -1.081 -0.833
9 H 3.623 0.036 1.009
10 H 2.870 1.713 1.222
11 H 3.585 1.285 -0.331
12 H 1.123 -0.309 1.060
13 H 0.972 1.718 -1.224
14 H 0.707 1.790 0.577
15 H -0.853 -0.123 -1.460
16 H -1.680 0.675 1.596
17 H -4.039 -1.624 -0.232
18 H -2.794 -2.031 1.243
19 H 1.994 -1.002 -1.802
20 H 2.476 -1.656 -0.480
21 H 0.977 -1.746 -0.912

Output
SMILES: C=N/C=C/C[C@H](C)[NH3+]
HOMO energy (eV): -11.94
Orbital gap (eV): 8.3
Spin multiplicity: 1
Total charge: +1

***

Below is an isolated ion of composition C6H13N2O2 and charge +1, with properties calculated with ωB97M-V with the def2-TZVPD basis set.

CARTESIAN COORDINATES (ANGSTROEM)
1 C 0.977 0.802 1.724
2 C 2.393 1.769 1.453
3 C -1.594 -1.311 -2.380
4 C -1.481 -0.952 -0.852
5 C -0.076 -0.699 -0.342
6 C 0.265 -0.604 1.131
7 N 0.270 0.728 -0.925
8 N 0.136 -1.475 2.015
9 O 0.098 1.828 1.557
10 O 2.836 2.001 0.374
11 H 1.126 0.625 2.835
12 H 2.749 2.125 2.396
13 H -0.865 -2.090 -2.536
14 H -1.546 -0.469 -3.054
15 H -2.647 -1.584 -2.489
16 H -1.799 -1.918 -0.384
17 H -2.025 -0.053 -0.613
18 H 0.747 -1.486 -0.763
19 H -0.274 0.958 -1.738
20 H 1.223 0.848 -1.287
21 H -0.189 -2.336 1.796
22 H -0.549 1.982 2.197
23 H 0.223 1.309 -0.116

Output
SMILES: [H]/N=C(/[C@H](O)C=O)[C@H]([NH3+])CC
HOMO energy (eV): -13.36
Orbital gap (eV): 10.1
Spin multiplicity: 1
Total charge: +1

***

no.,electronic energy (Ha)
1,-291.12168
2,-291.11621
3,-291.07776
4,-291.04264
5,-291.12647
6,-345.49942
7,-345.50896
8,-345.56954
9,-345.63589
10,-345.51514
11,-345.55854
12,-496.05010